Entry 1:
ORCA calculation (ωB97M-V/def2-TZVPD) on C35H43ClMnN2Si2 as an isolated structure.

```
84
C35H43ClMnN2Si2 ωB97M-V/def2-TZVPD
C -2.2040 -1.1272 3.6158
C -2.8292 -0.5040 2.4781
C -2.4832 -1.2780 1.3152
H -3.5033 0.3513 2.4909
C -1.6021 -2.3387 1.7442
C -1.3889 -2.2126 3.1482
H -0.8072 -2.9076 3.7527
H -2.3573 -0.8628 4.6642
H -2.8912 -1.1294 0.3135
H -1.2188 -3.1692 1.1533
Mn -0.6752 -0.3700 2.1619
Si -1.1573 -1.1303 -2.3286
C -0.7508 0.5026 -3.2220
C 0.4190 0.5829 -4.0034
H 1.1341 -0.2545 -4.0536
C 0.5862 1.6677 -4.8800
H 1.5214 1.7523 -5.4397
C -0.4305 2.6033 -5.0289
H -0.3375 3.3940 -5.7789
C -1.5609 2.5406 -4.2136
H -2.3080 3.3269 -4.2626
C -1.7242 1.4899 -3.3070
H -2.6079 1.4395 -2.6685
C -0.7253 -2.1812 -3.8233
C -1.5074 -2.0437 -4.9818
H -2.4422 -1.4746 -4.9389
C -1.0621 -2.5703 -6.2000
H -1.6490 -2.4129 -7.1045
C 0.1349 -3.2994 -6.2714
H 0.4833 -3.7160 -7.2216
C 0.8659 -3.5139 -5.1003
H 1.7751 -4.1270 -5.1038
C 0.4517 -2.9295 -3.8902
H 1.0845 -3.0491 -3.0067
H -2.6213 -1.1566 -2.0855
Si 2.2155 0.9377 -1.8423
C 1.4990 -0.6886 -1.2065
C 0.0504 -0.9312 -0.9305
H -0.4644 -0.1472 -0.3392
C -0.4038 -2.3237 -0.8576
H -1.4590 -2.6166 -0.6837
C 0.5348 -3.3631 -0.7347
H 0.1553 -4.3872 -0.6983
C 1.8869 -3.0613 -0.6643
H 2.5964 -3.8610 -0.4432
C 2.3594 -1.7582 -0.8707
H 3.4306 -1.5675 -0.7603
C 1.2029 2.4539 -1.4375
C 0.0841 2.3167 -0.5900
H 0.0495 1.5134 0.1498
C -1.0315 3.1503 -0.7239
H -1.9813 2.8561 -0.2700
C -0.9499 4.3162 -1.4852
H -1.8320 4.9526 -1.6201
C 0.2585 4.6036 -2.1320
H 0.3587 5.5277 -2.7102
C 1.3267 3.6990 -2.1097
H 2.2299 3.9169 -2.6838
H 3.4410 1.0796 -1.2091
Cl 1.6011 -0.0841 1.5979
C -0.3268 2.8098 2.7881
N -0.2193 1.5839 3.6062
C -1.2070 1.6931 4.6899
C 1.1491 1.6168 4.2022
C 1.4585 0.5019 5.1870
N 1.3467 -0.8636 4.6820
C 2.6241 -1.4006 4.2131
C 0.7520 -1.7536 5.6570
H -1.2451 2.8012 2.1938
H -0.3489 3.7017 3.4439
H 0.5276 2.8982 2.1074
H -1.0240 2.6049 5.2868
H -2.2134 1.7350 4.2663
H -1.1511 0.8232 5.3490
H 1.8689 1.5750 3.3786
H 1.2811 2.5706 4.7552
H 2.5113 0.6635 5.4935
H 0.8197 0.6124 6.0736
H 3.3124 -1.6476 5.0422
H 2.4583 -2.3135 3.6303
H 3.0933 -0.6738 3.5457
H -0.2209 -1.3600 5.9690
H 0.5981 -2.7422 5.2164
H 1.3855 -1.8628 6.5546
```

Calculated values
- LUMO level (spin up / spin down): 0.01309 / -0.03226 Eh
- Charge: 0
- HOMO level (spin up / spin down): -5.490 / -7.757 eV
- Frontier orbital gap (spin up / spin down): 5.85 / 6.88 eV
- Energy above the lowest of the compared OMol25 structures with the same formula, charge and spin: 131.8 kcal per mole
- Spin multiplicity: 6

Entry 2:
ORCA calculation (ωB97M-V/def2-TZVPD) on C35H43N10O2PReS3 as an isolated structure.

```
95
C35H43N10O2PReS3 ωB97M-V/def2-TZVPD
Re 0.9867 0.3009 -0.5342
C 2.9199 3.0150 0.7523
C 2.4044 3.1775 -0.6502
C 2.6889 4.3796 -1.3393
C 2.3143 4.5418 -2.6780
C 1.7137 3.4986 -3.3293
C 1.4395 2.3415 -2.6463
N 1.7724 2.1818 -1.3127
C 0.8949 1.1501 -3.3046
C 0.6542 1.0697 -4.6352
C 0.3597 -0.1791 -5.1727
C 0.2097 -1.3042 -4.3691
C 0.4326 -1.1767 -3.0078
N 0.7828 0.0485 -2.5212
C 0.3400 -2.2244 -1.9966
C 0.1444 -3.5254 -2.3362
C 0.0442 -4.4859 -1.3323
C 0.1556 -4.0598 -0.0094
C 0.3121 -2.7042 0.3062
C 0.3663 -2.2609 1.7353
N 0.4085 -1.7913 -0.6638
H 3.5135 2.1107 0.8468
H 2.1915 2.9030 1.5392
H 3.5913 3.8432 1.0118
H 3.1975 5.1849 -0.7974
H 2.5672 5.4559 -3.1934
H 1.3678 3.5686 -4.3558
H 0.6868 1.9497 -5.2777
H 0.2452 -0.3416 -6.2566
H -0.0038 -2.2549 -4.8424
H 0.0168 -3.8190 -3.3488
H -0.0734 -5.5243 -1.5701
H 0.1271 -4.7439 0.8372
H 1.3339 -2.3601 2.2331
H -0.3880 -2.8112 2.2908
H 0.0191 -1.2567 1.9000
O 4.1175 -1.1850 3.9179
C 2.9356 -0.6255 4.3182
C 2.7930 -0.6703 5.6949
C 1.7357 -0.1285 6.3452
C 0.7902 0.5770 5.6200
C 0.9068 0.6267 4.2496
C 1.9823 0.0450 3.5391
C 2.0493 0.1083 2.1381
O 1.0121 0.6475 1.4944
N 3.0292 -0.3947 1.4923
N 2.8741 -0.2215 0.0965
C 4.0560 -0.1965 -0.5343
S 5.4855 -0.4484 0.3978
C 6.5785 -0.6546 -1.0508
C 6.1053 0.2052 -2.1639
S 4.2812 0.0586 -2.2033
H 4.2184 -1.0981 2.9207
H 3.5760 -1.1914 6.2612
H 1.6724 -0.1887 7.4402
H -0.0694 1.0576 6.0844
H 0.1594 1.1493 3.6881
H 6.5986 -1.7391 -1.2900
H 7.5891 -0.3586 -0.7621
H 6.5765 0.0331 -3.1498
H 6.3047 1.2658 -1.9455
C -3.6037 1.7077 1.9600
N -2.8393 2.9119 1.3842
C -3.5900 3.4594 0.1079
N -3.7472 2.4019 -0.8152
C -4.5374 1.2932 -0.2174
N -3.8213 0.7390 0.9185
C -2.6419 -0.0190 0.5128
P -1.4679 1.1429 -0.2626
C -1.4367 2.5349 0.9703
C -2.5282 1.9552 -1.4919
H -4.5165 2.0642 2.3652
H -2.9903 1.2462 2.7320
H -2.8087 3.6515 2.0198
H -2.9557 4.2736 -0.2351
H -4.5350 3.8667 0.4126
H -4.7704 0.5597 -0.9632
H -5.4759 1.7402 0.1584
H -2.9558 -0.7979 -0.2049
H -2.1816 -0.5470 1.3621
H -0.9804 3.3784 0.5474
H -0.8849 2.2239 1.8471
H -2.7442 1.3465 -2.3615
H -2.0127 2.8407 -1.9496
C -5.5209 -3.9855 -1.9650
N -5.6089 -4.2563 -0.5085
C -4.6574 -3.8851 0.3745
N -5.0424 -4.0043 1.6733
S -3.1591 -3.2735 -0.0915
H -6.4786 -4.2748 -2.4088
H -4.7101 -4.5099 -2.4386
H -5.3235 -2.9458 -2.1557
H -6.4252 -4.7655 -0.1441
H -5.8430 -4.5857 1.9369
H -4.3003 -4.0582 2.3600
```

Calculated values
- LUMO level (spin up / spin down): -0.40979 / -0.45862 Eh
- Charge: +4
- HOMO level (spin up / spin down): -16.921 / -16.916 eV
- Frontier orbital gap (spin up / spin down): 5.77 / 4.44 eV
- Energy above the lowest of the compared OMol25 structures with the same formula, charge and spin: 0.0 kcal per mole
- Spin multiplicity: 4

Entry 3:
ORCA calculation (ωB97M-V/def2-TZVPD) on C35H43N8O2PdSi2 as an isolated structure.

```
91
C35H43N8O2PdSi2 ωB97M-V/def2-TZVPD
Pd -0.7521 -1.1273 1.5922
C 4.4365 1.0211 -0.9623
N 3.5542 1.2266 0.2136
C 2.2589 1.0204 0.3637
N 1.9225 1.4498 1.5866
C 3.0827 1.9117 2.1401
N 4.0866 1.7843 1.3234
C 3.7491 0.2572 -2.0581
C 4.1824 -1.0067 -2.4347
C 3.4909 -1.7226 -3.4016
C 2.3353 -1.2046 -3.9612
C 1.8972 0.0610 -3.5848
C 2.6282 0.8054 -2.6674
C 0.5884 0.5853 -3.9731
N 0.1753 1.8036 -3.9528
N -1.2077 1.7514 -4.0909
C -1.5130 0.5065 -4.1915
O -0.4193 -0.2988 -4.1523
C -2.8153 -0.1514 -4.0538
C -3.1447 -1.3143 -4.7445
C -4.2831 -2.0163 -4.3890
C -5.0527 -1.6019 -3.3068
C -4.7255 -0.4439 -2.6176
C -5.4191 -0.0607 -1.3359
N -4.4728 -0.1372 -0.2111
C -3.2816 -0.7324 -0.1318
N -2.7809 -0.5517 1.0792
C -3.7460 0.1597 1.7219
N -4.7835 0.4338 0.9707
C -3.6297 0.3053 -3.0276
H 5.3182 0.5046 -0.5903
H 4.7348 2.0192 -1.2841
H 1.5932 0.5712 -0.3522
H 3.1529 2.3323 3.1276
H 5.0533 -1.4411 -1.9618
H 3.8335 -2.7075 -3.6867
H 1.7611 -1.7864 -4.6697
H 2.2763 1.7982 -2.4088
H -2.5046 -1.6735 -5.5393
H -4.5502 -2.9162 -4.9255
H -5.9004 -2.1963 -2.9889
H -6.2633 -0.7153 -1.1267
H -5.7801 0.9672 -1.3520
H -2.8136 -1.2779 -0.9321
H -3.6902 0.4510 2.7571
H -3.3364 1.1974 -2.4864
C 0.8846 4.4057 0.9048
Si -0.3304 2.9903 1.0550
C -0.7029 2.2377 -0.6289
C -1.9072 3.5701 1.8637
C 0.5503 1.6362 2.1141
Si 0.4559 1.7917 4.0324
C -1.3293 1.4297 4.4511
C 0.9618 3.5094 4.5813
C 1.5586 0.4659 4.7569
H 0.6363 5.0115 0.0301
H 1.9212 4.0837 0.7798
H 0.8421 5.0611 1.7767
H -1.6838 2.5798 -0.9668
H -0.7424 1.1429 -0.5958
H 0.0041 2.5375 -1.4019
H -2.2948 4.4006 1.2667
H -1.7620 3.9382 2.8797
H -2.6826 2.8011 1.8784
H 0.0046 0.6865 1.9368
H -1.9628 1.4559 3.5652
H -1.7248 2.1632 5.1562
H -1.4260 0.4421 4.9058
H 0.1474 4.2206 4.4279
H 1.8361 3.9091 4.0653
H 1.1872 3.5044 5.6501
H 1.4952 -0.4604 4.1786
H 1.2071 0.2369 5.7659
H 2.6115 0.7409 4.8417
C -1.0049 -5.3217 0.4527
C -0.3827 -3.9910 0.7690
O -1.2008 -3.1058 1.2687
C 0.9945 -3.7624 0.5541
C 1.6632 -2.5699 0.9535
C 3.0213 -2.3878 0.7770
C 3.7979 -3.3712 0.1758
C 3.1706 -4.5530 -0.2411
C 1.8237 -4.7497 -0.0580
H -2.0661 -5.2748 0.6856
H -0.5546 -6.1278 1.0374
H -0.8922 -5.5842 -0.6026
H 1.1283 -1.7833 1.4983
H 3.4921 -1.4839 1.1519
H 4.8660 -3.2455 0.0626
H 3.7599 -5.3366 -0.7010
H 1.3831 -5.6837 -0.3777
```

Calculated values
- LUMO level (spin up / spin down): -0.08987 / -0.10150 Eh
- Charge: +1
- HOMO level (spin up / spin down): -7.366 / -10.723 eV
- Frontier orbital gap (spin up / spin down): 4.92 / 7.96 eV
- Energy above the lowest of the compared OMol25 structures with the same formula, charge and spin: 40.9 kcal per mole
- Spin multiplicity: 3

Entry 4:
ORCA calculation (ωB97M-V/def2-TZVPD) on a 7-piece molecular cluster, C35H43NO4 overall.

```
83
C35H43NO4 ωB97M-V/def2-TZVPD
C -22.0656 15.2967 -9.3968
N -22.3321 16.6706 -9.9408
O -21.7417 16.8589 -11.0032
O -23.2031 17.3302 -9.4517
H -22.8062 15.0227 -8.6454
H -21.0937 15.3916 -8.9124
H -22.0168 14.5562 -10.1951
C -18.6056 20.7700 -10.7118
C -17.3292 21.1553 -10.5283
C -16.9547 21.5408 -9.2556
C -17.8598 21.5706 -8.2430
C -19.2224 21.3154 -8.4709
C -19.5567 20.8761 -9.7370
H -18.9123 20.3819 -11.6718
H -16.5339 21.0905 -11.2561
H -15.9423 21.8716 -9.0765
H -17.4847 21.9116 -7.2894
H -19.8400 21.3393 -7.5853
H -20.5992 20.6205 -9.8562
C -24.8759 17.4021 -2.0848
C -23.9800 16.5194 -2.7442
C -23.5381 16.8495 -4.0587
C -23.9777 18.0291 -4.6713
C -24.8942 18.8760 -4.0277
C -25.3259 18.5462 -2.7555
H -25.2486 17.0799 -1.1238
H -23.7353 15.5424 -2.3543
H -22.9647 16.0894 -4.5684
H -23.6695 18.3938 -5.6400
H -25.2152 19.7754 -4.5323
H -26.1964 19.0581 -2.3726
C -25.2461 13.3078 -12.1048
C -24.1985 12.7471 -12.8389
C -23.6502 13.4481 -13.9340
C -24.0980 14.7189 -14.2216
C -25.0368 15.3107 -13.4321
C -25.7261 14.5663 -12.4103
H -25.6719 12.7237 -11.3023
H -23.8292 11.7611 -12.5983
H -23.0255 12.9696 -14.6738
H -23.7080 15.3053 -15.0404
H -25.4021 16.3182 -13.5665
H -26.4973 15.0197 -11.8053
C -17.8776 13.9935 -5.3145
C -18.5785 15.1374 -4.8974
C -18.5648 16.2587 -5.6947
C -17.7216 16.3327 -6.8009
C -17.0682 15.1924 -7.2071
C -17.0642 14.0447 -6.4103
H -18.0436 13.0773 -4.7672
H -19.3064 15.1564 -4.0998
H -19.1716 17.0866 -5.3589
H -17.6474 17.2577 -7.3535
H -16.4323 15.1602 -8.0794
H -16.4665 13.2097 -6.7450
C -28.0700 24.0864 -9.4029
C -27.1989 24.8242 -10.2136
C -25.9177 24.3062 -10.2710
C -25.5402 23.0469 -9.8112
C -26.4805 22.3023 -9.1362
C -27.7213 22.8065 -8.8915
H -29.0506 24.4623 -9.1509
H -27.5120 25.7820 -10.6020
H -25.1107 24.7742 -10.8152
H -24.5840 22.5925 -10.0244
H -26.1937 21.2996 -8.8555
H -28.4658 22.2002 -8.3970
C -17.7676 11.0004 -11.4576
O -16.5620 11.7926 -11.1536
C -15.2959 11.1908 -11.2876
C -14.2376 12.3396 -11.2315
O -14.2860 13.2310 -12.3712
C -13.3822 14.3490 -12.2011
H -18.5956 11.7076 -11.4081
H -17.9812 10.2659 -10.6810
H -17.6109 10.3751 -12.3365
H -15.2410 10.6943 -12.2564
H -15.0884 10.4145 -10.5511
H -13.2258 11.9346 -11.2131
H -14.3489 12.9036 -10.3054
H -13.5410 14.8739 -11.2591
H -13.5822 14.9524 -13.0865
H -12.3622 13.9759 -12.2927
```

Calculated values
- LUMO level: 0.01256 Eh
- Charge: 0
- HOMO level: -9.142 eV
- Frontier orbital gap: 9.48 eV
- SMILES string: C[N+](=O)[O-].c1ccccc1.c1ccccc1.c1ccccc1.c1ccccc1.c1ccccc1.COCCOC
- Energy above the lowest of the compared OMol25 structures with the same formula, charge and spin: 0.0 kcal per mole
- Spin multiplicity: 1

| no. | DFT total energy (Eh) |
| --- | --- |
| 1 | -3658.93044 |
| 2 | -3670.49228 |
| 3 | -2654.68477 |
| 4 | -1714.95003 |